An isolated molecule of C4H7FN2 in a non-equilibrium geometry, computed with ωB97M-V/def2-TZVPD.

Bonds (Å) are listed after each position.
Geometry (Å):
1 C -0.79186 -0.01977 -1.32254  H5 1.085, H6 1.089, H7 1.069, N12 1.447
2 C -0.90487 1.23508 0.77247  H8 1.122, N12 1.383, N13 1.280
3 C 0.80903 -0.44340 0.49284  C4 1.333, H10 1.071, N12 1.394
4 C 1.51311 -1.41148 -0.09467  C3 1.333, H11 1.092, F14 1.353
5 H -1.13636 -1.04697 -1.38716  C1 1.085
6 H -1.64512 0.62198 -1.53609  C1 1.089
7 H -0.03019 0.13627 -2.05662  C1 1.069
8 H -1.76521 1.71313 0.23369  C2 1.122
9 H 0.13810 1.22458 2.41025  N13 1.021
10 H 1.11488 -0.16609 1.48078  C3 1.071
11 H 2.36341 -1.89228 0.39304  C4 1.092
12 N -0.28664 0.26639 0.00274  C1 1.447, C2 1.383, C3 1.394
13 N -0.66024 1.66588 1.95234  C2 1.280, H9 1.021
14 F 1.28195 -1.88332 -1.34105  C4 1.353

Properties
**HOMO energy**: -8.5 eV
**E_tot**: -9957.89039 eV

An isolated molecule of C4H7FN2 in a non-equilibrium geometry, computed with ωB97M-V/def2-TZVPD.

Bonds (Å) are listed after each position.
Geometry (Å):
1 C -0.33138 -1.06427 -0.99366  H5 1.069, H6 1.250, H7 1.149, N12 1.420
2 C -1.27460 -0.38940 1.14242  H8 1.104, N12 1.366, N13 1.257
3 C 0.60561 0.76295 0.16394  C4 1.336, H10 1.120, N12 1.374
4 C 1.63441 0.98647 -0.65912  C3 1.336, H11 1.080, F14 1.351
5 H 0.43017 -1.78368 -0.78245  C1 1.069
6 H -1.41870 -1.54292 -1.38268  C1 1.250
7 H -0.11272 -0.33217 -1.85220  C1 1.149
8 H -2.02476 -1.05455 0.68050  C2 1.104
9 H -0.69649 1.00877 2.35756  N13 1.055
10 H 0.51301 1.33408 1.12325  C3 1.120
11 H 2.34432 1.76780 -0.43219  C4 1.080
12 N -0.34709 -0.22704 0.15307  C1 1.420, C2 1.366, C3 1.374
13 N -1.37277 0.20641 2.24459  C2 1.257, H9 1.055
14 F 2.05099 0.32756 -1.76302  C4 1.351

Properties
**HOMO energy**: -8.5 eV
**E_tot**: -9956.82104 eV

An isolated molecule of C4H7FN2 in a non-equilibrium geometry, computed with ωB97M-V/def2-TZVPD.

Bonds (Å) are listed after each position.
Geometry (Å):
1 C -0.94392 1.16144 1.45320  C2 1.513, H5 1.079, H6 1.093, F14 1.448
2 C -0.62061 0.18400 0.34444  C1 1.513, N12 1.265, N13 1.370
3 C 1.40291 -0.49391 -0.94079  C4 1.309, H9 1.097, N13 1.400
4 C 0.94835 -1.49905 -1.64459  C3 1.309, H10 1.087, H11 1.094
5 H -1.15410 0.65244 2.38164  C1 1.079
6 H -1.81828 1.75591 1.17452  C1 1.093
7 H -2.41595 -0.42861 0.22637  N12 1.037
8 H 1.16057 1.18006 0.22109  N13 1.021
9 H 2.45750 -0.21080 -1.04601  C3 1.097
10 H -0.06124 -1.85552 -1.45679  C4 1.087
11 H 1.61590 -2.11242 -2.25772  C4 1.094
12 N -1.45675 -0.65891 -0.09211  C2 1.265, H7 1.037
13 N 0.67245 0.33564 -0.08197  C2 1.370, C3 1.400, H8 1.021
14 F 0.21316 1.98973 1.71872  C1 1.448

Properties
**HOMO energy**: -8.6 eV
**E_tot**: -9958.12722 eV